This record from the Open Molecules 2025 dataset describes 2 unconnected molecules or ions with the total composition C5H12OSi2 in a non-equilibrium geometry. The level of theory is ωB97M-V with the def2-TZVPD basis set.

SMILES: C=C=[Si](C)O[SiH3].C=C
Total charge: 0
HOMO (spin up / spin down): -7.41 / -7.41 eV
Molecular weight: 144.32 g mol⁻¹
Energy: -23179.1626 eV
Energy above the lowest of the compared OMol25 structures with the same formula, charge and spin: 78.96 kcal/mol

```
20
Properties=species:S:1:pos:R:3:nbo_charge:R:1
C -1.494 -1.844 -0.154 -0.37
C -0.503 2.237 2.299 -0.42
C -2.762 -1.586 -0.018 -0.37
C -0.202 1.598 1.182 -0.66
C 2.466 2.295 -0.827 -1.10
O 1.635 -0.369 0.075 -1.29
Si 1.854 -1.818 -0.477 1.23
Si 1.379 1.204 0.299 1.71
H -0.704 -1.453 -0.748 0.18
H -0.988 -2.503 0.542 0.18
H -1.497 2.479 2.518 0.18
H 0.180 2.475 3.097 0.18
H -3.400 -0.962 -0.672 0.20
H -3.200 -2.051 0.801 0.19
H 2.075 2.257 -1.782 0.24
H 2.603 3.307 -0.518 0.26
H 3.415 1.710 -0.844 0.25
H 1.219 -2.003 -1.790 -0.21
H 3.363 -1.852 -0.952 -0.19
H 1.204 -2.690 0.581 -0.18
```

=====

This record from the Open Molecules 2025 dataset describes C7H18O3Si2 in the gas phase in a non-equilibrium geometry. The level of theory is ωB97M-V with the def2-TZVPD basis set.

SMILES: CO[Si]1(OC)CCCO[Si]1(C)C
Total charge: 0
HOMO: -8.65 eV
Molecular weight: 206.39 g mol⁻¹
Energy: -29449.5720 eV
Energy above the lowest of the compared OMol25 structures with the same formula, charge and spin: 26.69 kcal/mol

```
30
Properties=species:S:1:pos:R:3:nbo_charge:R:1
C -0.903 -2.589 0.140 -0.42
C -2.192 -1.869 -0.337 -0.03
C 0.338 -2.172 -0.635 -0.90
C 2.592 1.052 -1.463 -0.25
C 2.269 0.500 2.214 -0.24
C -1.638 1.852 1.515 -1.05
C -1.513 1.606 -1.649 -1.12
O -2.220 -0.551 0.079 -0.89
O 1.969 -0.234 -1.379 -0.90
O 1.923 -0.525 1.358 -0.90
Si 1.088 -0.510 -0.069 1.71
Si -1.062 0.656 -0.014 1.33
H -0.675 -2.207 1.228 0.20
H -1.220 -3.709 0.021 0.21
H -2.198 -2.154 -1.473 0.14
H -3.042 -2.284 0.044 0.18
H 1.132 -2.900 -0.796 0.25
H 0.033 -1.942 -1.611 0.22
H 3.569 1.192 -0.978 0.18
H 1.958 1.740 -1.092 0.16
H 2.838 1.388 -2.402 0.19
H 1.790 1.457 1.919 0.18
H 3.478 0.487 2.386 0.18
H 1.861 0.138 3.172 0.18
H -1.265 2.835 1.374 0.22
H -2.647 1.770 1.588 0.23
H -1.393 1.402 2.544 0.23
H -1.764 0.924 -2.441 0.24
H -2.428 2.267 -1.353 0.24
H -0.679 2.381 -1.892 0.23
```

=====

This record from the Open Molecules 2025 dataset describes a gas-phase ion, C4H7N2 (charge +1) in a non-equilibrium geometry. The level of theory is ωB97M-V with the def2-TZVPD basis set.

SMILES: C/[NH+]=C/C1=NC1
Total charge: +1
HOMO: -15.07 eV
Molecular weight: 83.11 g mol⁻¹
Energy: -7231.2101 eV
Energy above the lowest of the compared OMol25 structures with the same formula, charge and spin: 104.42 kcal/mol

```
13
Properties=species:S:1:pos:R:3:nbo_charge:R:1
C 0.092 1.249 0.787 0.08
C -0.440 1.457 2.171 -0.23
C 0.033 0.403 -0.408 0.27
C 0.189 -1.476 -1.731 -0.42
N 0.763 2.066 1.529 -0.14
N 0.054 -0.924 -0.381 -0.38
H -1.392 2.058 2.305 0.23
H -0.287 0.692 2.915 0.20
H -0.048 0.775 -1.382 0.24
H 1.211 -1.531 -1.956 0.23
H -0.240 -2.449 -1.822 0.25
H -0.300 -0.848 -2.425 0.23
H 0.365 -1.471 0.398 0.45
```

=====

This record from the Open Molecules 2025 dataset describes a molecular structure, C20H24BF4N3O3RuS2Se3Te. The level of theory is ωB97M-V with the def2-TZVPD basis set.

Total charge: -1
HOMO (spin up / spin down): -4.50 / -4.69 eV
Molecular weight: 970.92 g mol⁻¹
Energy: -270886.0519 eV
Energy above the lowest of the compared OMol25 structures with the same formula, charge and spin: 0.19 kcal/mol
Multiplicity: 2

```
62
Properties=species:S:1:pos:R:3:lowdin_spin:R:1
Ru 2.562 -0.878 -1.287 0.72
N 3.962 -0.944 0.249 0.00
C 4.205 -2.366 0.555 0.00
C 2.930 -3.198 0.362 0.00
O 2.718 -4.169 1.069 0.01
O 2.153 -2.783 -0.591 0.03
H 4.821 -0.484 -0.059 0.00
H 3.639 -0.396 1.049 0.00
H 4.606 -2.526 1.555 0.00
H 4.928 -2.734 -0.176 0.00
Se 4.242 -0.868 -2.943 0.20
Se 5.473 0.933 -2.057 0.02
Te 3.077 1.763 -1.321 0.02
Se 3.405 2.235 1.044 0.00
C -1.806 -0.193 -2.603 0.00
N -0.971 0.268 -3.699 0.00
C -1.209 1.372 -4.488 0.00
C -0.106 1.578 -5.236 0.00
N 0.787 0.588 -4.885 0.00
C 0.267 -0.193 -3.922 0.00
S 1.035 -1.538 -3.195 -0.01
H -2.688 0.437 -2.560 0.00
H -1.242 -0.117 -1.675 0.00
H -2.081 -1.234 -2.760 0.00
H -2.113 1.946 -4.399 0.00
H 0.127 2.350 -5.945 0.00
H 1.748 0.503 -5.172 0.00
O 0.816 -0.494 -0.108 0.01
S 0.654 -0.123 1.355 0.00
C -0.203 -1.564 2.063 0.00
C -1.396 -2.020 1.283 0.00
C -2.684 -1.764 1.745 0.00
C -3.789 -2.167 1.010 0.00
C -3.610 -2.837 -0.192 0.00
C -2.327 -3.107 -0.649 0.00
C -1.218 -2.702 0.080 0.00
C -0.644 1.113 1.329 0.00
C -0.878 1.644 2.714 0.00
C -2.143 1.602 3.289 0.00
C -2.354 2.100 4.567 0.00
C -1.296 2.639 5.284 0.00
C -0.031 2.690 4.712 0.00
C 0.179 2.200 3.432 0.00
H -0.438 -1.292 3.094 0.00
H 0.577 -2.330 2.068 0.00
H -2.817 -1.249 2.690 0.00
H -4.787 -1.964 1.379 0.00
H -4.470 -3.157 -0.768 0.00
H -2.179 -3.638 -1.580 0.00
H -0.218 -2.916 -0.280 0.00
H -1.532 0.666 0.883 0.00
H -0.253 1.890 0.664 0.00
H -2.970 1.189 2.723 0.00
H -3.346 2.069 5.001 0.00
H -1.458 3.026 6.282 0.00
H 0.796 3.124 5.259 0.00
H 1.162 2.263 2.976 0.00
F 0.370 2.025 -2.314 0.00
B -0.320 3.177 -1.845 0.00
F -1.679 2.813 -1.662 0.00
F -0.217 4.195 -2.784 0.00
F 0.235 3.544 -0.610 0.00
```

=====

What is the energy in the third record?
-7231.2101 eV

=====

Which of these has the highest energy above the lowest of the compared OMol25 structures with the same formula, charge and spin?
C4H7N2

=====

Which formula does entry 3 have?
C4H7N2